# 1
This record from OMol25 describes a 2-piece molecular cluster, C3H7NO overall at a distorted geometry. The level of theory is the ωB97M-V functional and the def2-TZVPD basis.

Each line ends with the Mulliken charge.
Cartesian coordinates (Å):
C  0.777  1.015  2.280  -0.196
N  1.952  1.368  2.007  -0.467
H  0.085  1.842  2.462  0.220
H  0.195  0.042  2.003  0.195
H  2.785  1.024  2.501  0.255
C  -1.836  0.008  -1.256  -0.625
C  -1.120  -1.061  -1.725  0.166
O  0.227  -1.317  -1.469  -0.470
H  -2.952  0.217  -1.541  0.209
H  -1.316  0.820  -0.654  0.164
H  -1.595  -1.959  -2.222  0.274
H  0.393  -0.797  -0.640  0.275

Results
Lowest unoccupied orbital energy   0.27 eV
Energy above the lowest of the compared OMol25 structures with the same formula, charge and spin   103.4 kcal/mol
SMILES   C=CO.C=N
Largest force on an atom   3.25 eV Å⁻¹
Gap between HOMO and LUMO   9.2 eV

=====

# 2
This record from OMol25 describes a single C2H4INS molecule at a distorted geometry. The level of theory is the ωB97M-V functional and the def2-TZVPD basis.

Each line ends with the Mulliken charge.
Cartesian coordinates (Å):
C  0.083  -0.243  0.126  0.643
C  0.395  1.077  0.772  -1.179
N  0.362  -1.361  0.624  -0.573
S  -0.756  0.182  -1.407  -0.158
I  -1.361  -1.750  -2.940  0.000
H  0.875  1.919  0.097  0.312
H  1.024  0.809  1.557  0.324
H  -0.483  1.481  1.063  0.380
H  -0.139  -2.115  0.108  0.251

Results
Lowest unoccupied orbital energy   -1.51 eV
Energy above the lowest of the compared OMol25 structures with the same formula, charge and spin   6.4 kcal/mol
SMILES   [H]/N=C(/C)SI
Largest force on an atom   4.27 eV Å⁻¹
Gap between HOMO and LUMO   7.8 eV

=====

# 3
This record from OMol25 describes a single C4H7NO2 molecule at a distorted geometry. The level of theory is the ωB97M-V functional and the def2-TZVPD basis.

Each line ends with the Mulliken charge.
Cartesian coordinates (Å):
N  1.782  0.405  1.776  -0.384
C  0.710  0.648  0.973  0.556
O  -0.008  1.626  1.108  -0.605
C  0.467  -0.370  -0.123  -0.572
C  -0.989  -0.549  -0.526  -0.078
C  -1.645  0.050  -1.905  -0.597
O  -1.065  -1.229  -1.717  -0.331
H  2.033  1.108  2.455  0.244
H  2.423  -0.355  1.613  0.203
H  0.812  -1.370  0.174  0.315
H  1.065  -0.086  -1.002  0.268
H  -1.721  -0.696  0.256  0.416
H  -1.128  0.836  -1.258  0.381
H  -2.735  -0.018  -1.824  0.184

Results
Lowest unoccupied orbital energy   0.70 eV
Energy above the lowest of the compared OMol25 structures with the same formula, charge and spin   91.0 kcal/mol
SMILES   NC(=O)C[C@H]1CO1
Largest force on an atom   2.25 eV Å⁻¹
Gap between HOMO and LUMO   9.5 eV

=====

# 4
This record from OMol25 describes a single CH2NP molecule at a distorted geometry. The level of theory is the ωB97M-V functional and the def2-TZVPD basis.

Each line ends with the Mulliken charge.
Cartesian coordinates (Å):
C  -0.006  0.152  -0.299  -0.219
N  -0.690  0.155  0.941  -0.368
P  0.441  -0.863  1.135  0.124
H  -0.360  -0.398  -1.281  0.207
H  0.614  0.954  -0.495  0.256

Results
Lowest unoccupied orbital energy   -0.39 eV
Energy above the lowest of the compared OMol25 structures with the same formula, charge and spin   35.3 kcal/mol
SMILES   C1N=P1
Largest force on an atom   4.05 eV Å⁻¹
Gap between HOMO and LUMO   8.8 eV

=====

# 5
This record from OMol25 describes a 2-piece molecular cluster, CH3I2NS overall at a distorted geometry. The level of theory is the ωB97M-V functional and the def2-TZVPD basis.

Each line ends with the Mulliken charge.
Cartesian coordinates (Å):
C  0.753  -0.122  -0.420  -0.534
N  -0.314  0.814  -0.009  -0.407
S  -0.485  -0.496  2.084  -0.218
I  -1.986  -1.690  0.598  0.094
I  -1.135  2.537  -0.692  0.205
H  0.673  -0.662  -1.430  0.255
H  0.868  -0.961  0.278  0.316
H  1.626  0.580  -0.411  0.288

Results
Lowest unoccupied orbital energy (spin up / spin down)   -2.35 / -2.43 eV
Energy above the lowest of the compared OMol25 structures with the same formula, charge and spin   87.0 kcal/mol
Largest force on an atom   2.64 eV Å⁻¹
Gap between HOMO and LUMO (spin up / spin down)   6.1 / 5.8 eV

=====

# 6
This record from OMol25 describes C50H54AuN3OP3Si2 as an isolated structure. The level of theory is the ωB97M-V functional and the def2-TZVPD basis.

Each line ends with the Mulliken charge.
Cartesian coordinates (Å):
Au  -0.593  -0.271  -0.381  2.389
C  2.901  -2.794  -2.423  -0.610
Si  0.999  0.574  -3.388  -0.193
C  -0.711  1.038  -3.866  -0.622
C  2.035  -0.080  -4.755  -1.220
N  1.637  0.772  -1.919  0.141
P  1.411  1.941  -0.807  1.831
C  -0.191  1.831  -0.164  -1.137
P  -0.782  1.861  1.471  1.410
N  -1.654  0.513  1.494  -0.271
Si  -2.737  -0.246  2.617  -0.039
C  -2.713  -2.096  2.304  -0.636
C  -4.463  0.431  2.320  -1.233
C  -2.262  0.074  4.406  -1.150
C  0.449  1.803  2.800  0.606
C  1.114  0.594  3.013  -0.260
C  2.056  0.482  4.020  -0.470
C  2.334  1.571  4.838  -0.771
C  1.680  2.775  4.632  -0.920
C  0.747  2.894  3.610  -0.552
C  -1.755  3.347  1.796  -0.080
C  -2.354  3.544  3.041  -0.191
C  -3.188  4.629  3.252  -0.869
C  -3.426  5.530  2.221  -0.659
C  -2.835  5.341  0.982  -0.600
C  -2.007  4.247  0.767  -0.564
C  2.828  1.824  0.298  0.224
C  3.079  2.832  1.227  -0.034
C  4.156  2.730  2.091  -0.723
C  4.987  1.617  2.036  -0.720
C  4.745  0.613  1.110  -0.382
C  3.671  0.719  0.238  -0.783
C  1.602  3.535  -1.651  0.206
C  0.476  4.111  -2.239  0.030
C  0.599  5.257  -3.010  -1.174
C  1.847  5.836  -3.197  -0.552
C  2.971  5.268  -2.614  -0.829
C  2.852  4.120  -1.845  -0.895
H  2.954  -2.210  -3.340  0.088
H  2.832  -2.109  -1.579  -0.199
H  3.818  -3.378  -2.335  0.516
H  -1.223  0.179  -4.307  0.437
H  -0.667  1.817  -4.634  0.553
H  -1.286  1.394  -3.014  -0.037
H  1.554  -0.902  -5.286  0.366
H  3.009  -0.391  -4.383  0.381
H  2.185  0.730  -5.476  0.554
H  -2.106  -2.328  1.430  -0.365
H  -3.712  -2.503  2.135  0.415
H  -2.279  -2.632  3.150  0.498
H  -4.624  0.620  1.255  0.274
H  -4.613  1.378  2.840  0.389
H  -5.235  -0.261  2.663  0.427
H  -1.184  0.191  4.533  0.275
H  -2.575  -0.771  5.024  0.552
H  -2.750  0.963  4.808  0.322
H  0.878  -0.267  2.397  -0.119
H  2.566  -0.461  4.177  0.475
H  3.059  1.479  5.636  0.423
H  1.893  3.625  5.267  0.407
H  0.250  3.843  3.451  0.539
H  -2.161  2.852  3.853  0.502
H  -3.648  4.777  4.220  0.439
H  -4.076  6.379  2.387  0.408
H  -3.020  6.044  0.180  0.464
H  -1.554  4.082  -0.201  0.359
H  2.438  3.705  1.270  0.477
H  4.346  3.515  2.810  0.431
H  5.828  1.539  2.712  0.415
H  5.403  -0.244  1.056  0.476
H  3.490  -0.043  -0.509  0.231
H  -0.493  3.652  -2.083  0.257
H  -0.279  5.702  -3.459  0.467
H  1.943  6.733  -3.795  0.423
H  3.943  5.721  -2.756  0.443
H  3.733  3.682  -1.392  0.475
O  -3.518  0.506  -1.781  -0.421
N  -3.151  -0.816  -1.865  0.016
C  -3.657  -1.599  -1.007  -0.717
C  -3.322  -3.036  -1.036  0.343
C  -4.397  -3.925  -1.009  -0.654
C  -4.201  -5.283  -1.165  -0.838
C  -2.918  -5.778  -1.361  -0.805
C  -1.842  -4.911  -1.342  -0.568
C  -2.018  -3.539  -1.145  0.291
P  -0.504  -2.538  -0.949  0.840
C  0.445  -3.290  0.421  0.989
C  0.037  -4.380  1.182  -0.800
C  0.798  -4.803  2.265  -0.820
C  1.972  -4.146  2.598  -0.866
C  2.376  -3.042  1.857  -0.558
C  1.611  -2.612  0.789  -0.657
C  0.390  -2.947  -2.473  0.534
C  1.672  -3.736  -2.497  0.371
C  1.804  -4.526  -3.766  -1.216
C  1.175  -4.147  -4.903  -0.492
C  0.222  -3.096  -4.883  -1.098
C  -0.209  -2.576  -3.650  -0.042
H  -4.006  0.649  -0.951  0.327
H  -4.399  -1.248  -0.283  0.649
H  -5.401  -3.534  -0.899  0.504
H  -5.049  -5.955  -1.155  0.423
H  -2.757  -6.837  -1.515  0.465
H  -0.841  -5.306  -1.477  0.452
H  -0.884  -4.897  0.954  0.448
H  0.465  -5.649  2.851  0.436
H  2.561  -4.483  3.441  0.421
H  3.278  -2.504  2.121  0.633
H  1.904  -1.713  0.255  -0.289
H  1.725  -4.399  -1.629  0.577
H  2.507  -5.350  -3.771  0.498
H  1.362  -4.672  -5.830  0.468
H  -0.269  -2.791  -5.797  0.519
H  -1.105  -1.959  -3.622  0.499

Results
Spin multiplicity   3
Lowest unoccupied orbital energy (spin up / spin down)   -2.05 / -3.84 eV
<S²>   2.051
Largest force on an atom   0.55 eV Å⁻¹
Gap between HOMO and LUMO (spin up / spin down)   7.5 / 6.1 eV
Total charge   +1

=====

# 7
This record from OMol25 describes a 2-piece molecular cluster, C2H8N3P overall at a distorted geometry. The level of theory is the ωB97M-V functional and the def2-TZVPD basis.

Each line ends with the Mulliken charge.
Cartesian coordinates (Å):
C  -1.262  0.721  0.565  0.060
C  -2.707  0.274  0.487  -0.934
N  -0.379  -0.122  0.610  -0.629
N  2.868  -0.073  0.434  -0.400
N  1.736  -0.896  -1.557  -0.584
P  1.940  0.523  -0.760  0.215
H  -1.111  1.754  0.699  0.385
H  -3.059  0.503  -0.500  0.240
H  -2.696  -0.852  0.585  0.276
H  -3.506  0.661  1.153  0.297
H  2.993  0.571  1.190  0.236
H  2.905  -0.950  0.716  0.254
H  1.341  -0.653  -2.422  0.277
H  0.938  -1.461  -1.200  0.308

Results
Lowest unoccupied orbital energy (spin up / spin down)   0.49 / -0.01 eV
Energy above the lowest of the compared OMol25 structures with the same formula, charge and spin   57.1 kcal/mol
Largest force on an atom   5.24 eV Å⁻¹
Gap between HOMO and LUMO (spin up / spin down)   8.5 / 6.2 eV

=====

Question: Look up the largest force on an atom of the second one.
Answer: 4.27 eV Å⁻¹